1.
{"formula": "C26H20BF13HfN5O3", "method": "ωB97M-V with the def2-TZVPD basis set", "elements": ["Hf", "O", "C", "O", "C", "C", "C", "N", "C", "C", "C", "C", "C", "C", "C", "N", "C", "C", "C", "C", "C", "N", "H", "H", "H", "H", "H", "H", "H", "H", "H", "H", "N", "C", "N", "C", "C", "C", "C", "C", "H", "H", "H", "H", "H", "H", "H", "H", "H", "H", "F", "C", "F", "F", "C", "O", "C", "F", "F", "F", "C", "F", "F", "F", "F", "B", "F", "F", "F"], "positions_angstrom": [[-0.02422, 0.68384, 0.20970], [-3.34332, -3.97767, 4.29781], [-2.14412, -3.93846, 3.94958], [-1.06339, -4.43204, 4.35851], [-1.76138, -3.00750, 2.83451], [-2.62206, -2.25310, 2.02972], [-2.06080, -1.42595, 1.02299], [-0.71291, -1.23976, 0.86420], [0.08460, -1.87005, 1.82336], [-0.39634, -2.86474, 2.64373], [1.36547, -1.20873, 2.02579], [2.07223, -1.33877, 3.24217], [3.27925, -0.66261, 3.41805], [3.69541, 0.17483, 2.33580], [2.88353, 0.35943, 1.24189], [1.70409, -0.24835, 1.06976], [-2.85123, -0.54791, 0.14705], [-4.30557, -0.41904, 0.23331], [-4.92005, 0.48968, -0.58522], [-4.10918, 1.19638, -1.53182], [-2.75048, 1.11050, -1.44737], [-2.12149, 0.24268, -0.66370], [-3.69662, -2.26678, 2.21162], [0.30906, -3.23115, 3.36528], [1.62282, -1.82149, 4.05303], [3.83892, -0.56484, 4.30638], [4.62639, 0.71751, 2.34268], [3.11862, 1.09837, 0.44876], [-4.79357, -1.04617, 1.00361], [-5.97893, 0.67149, -0.54455], [-4.56895, 1.84534, -2.29933], [-2.12461, 1.70547, -2.16148], [0.58741, -0.15106, -1.73951], [1.23451, -0.62105, -2.58979], [1.91297, -0.77489, -3.68514], [1.36879, -0.28036, -4.97524], [1.93543, -1.11364, -6.15804], [3.42733, -1.30671, -6.09960], [3.66263, -2.11735, -4.79851], [3.28879, -1.31770, -3.55472], [1.62698, 0.74629, -5.13570], [0.28755, -0.32947, -4.92378], [1.61268, -0.61166, -7.05153], [1.42770, -2.07672, -6.10000], [3.97427, -0.34954, -6.15302], [3.73796, -1.96621, -6.98084], [4.66133, -2.53522, -4.71990], [3.01133, -3.04402, -4.83748], [4.05531, -0.57422, -3.30200], [3.26350, -2.03808, -2.75143], [-3.60743, 2.30471, 1.76453], [-2.55459, 3.03898, 2.26678], [-2.16597, 3.83213, 1.25975], [-3.04688, 3.91007, 3.24808], [-1.40427, 2.17144, 2.87424], [-0.88376, 1.42734, 1.80760], [-1.97114, 1.18792, 3.97276], [-0.91133, 0.52063, 4.49772], [-2.93832, 0.31209, 3.54760], [-2.56618, 1.86037, 5.01009], [-0.24774, 3.06109, 3.39496], [0.79910, 2.18583, 3.70937], [-0.41612, 3.78453, 4.51371], [0.26610, 3.86726, 2.41268], [0.50928, 4.36818, -0.77297], [0.87773, 3.07147, -1.03281], [-0.35915, 2.26716, -1.21038], [1.81897, 3.02004, -2.04117], [1.47405, 2.33995, 0.08786]], "spin_multiplicity": 1, "total_charge": 1, "homo_lumo_gap_ev": 5.7, "e_above_lowest_ev": 0.237}



2.
{"formula": "AlH2O", "method": "ωB97M-V with the def2-TZVPD basis set", "elements": ["Al", "O", "H", "H"], "positions_angstrom": [[3.86102, -1.77246, 1.15673], [-0.90323, 0.58958, -0.31296], [-1.36411, 0.16378, -1.03581], [-1.59368, 1.01910, 0.19204]], "spin_multiplicity": 1, "total_charge": 3, "homo_lumo_gap_ev": 2.6, "e_above_lowest_ev": 0.376}



3.
{"formula": "C21H35CeNOP2", "method": "ωB97M-V with the def2-TZVPD basis set", "elements": ["Ce", "P", "P", "N", "H", "C", "H", "H", "H", "C", "H", "H", "H", "C", "H", "H", "H", "C", "H", "H", "H", "C", "H", "H", "H", "C", "H", "H", "H", "C", "C", "C", "C", "C", "C", "H", "H", "H", "H", "H", "C", "O", "C", "H", "H", "H", "C", "H", "H", "H", "C", "C", "C", "C", "C", "C", "H", "H", "H", "H", "H"], "positions_angstrom": [[-0.24419, -1.14682, -0.18316], [3.02031, -0.65225, -0.22888], [-2.82317, -0.07151, 0.13201], [0.06412, 0.07907, -1.73583], [1.50605, -0.33509, 0.63915], [3.86110, -1.97701, -1.17361], [4.94673, -1.84049, -1.04252], [3.59380, -1.88954, -2.23824], [3.53721, -2.95857, -0.79231], [4.05863, -0.43536, 1.25128], [5.10588, -0.35728, 0.92660], [3.89919, -1.30065, 1.91855], [3.74270, 0.48768, 1.76155], [3.37868, 0.84470, -1.22503], [4.47821, 0.91828, -1.32828], [2.97345, 1.73023, -0.70894], [2.89933, 0.75974, -2.21535], [-3.93154, -1.34956, -0.55463], [-4.95968, -1.13598, -0.24391], [-3.59433, -2.32629, -0.19567], [-3.85723, -1.33866, -1.64512], [-3.49918, 0.08438, 1.81988], [-4.58714, 0.20480, 1.77995], [-3.05508, 0.95485, 2.31686], [-3.25332, -0.80470, 2.40777], [-3.57170, 1.39063, -0.64913], [-4.66062, 1.27875, -0.70828], [-3.18045, 1.50381, -1.66537], [-3.34488, 2.30554, -0.09913], [0.01309, 0.94965, -2.73947], [-0.09190, 1.37954, -5.06512], [-0.10425, 0.41979, -4.05920], [0.07963, 2.32681, -2.44597], [0.06864, 3.15804, -3.51501], [-0.01770, 2.74462, -4.81755], [-0.15038, 1.02318, -6.03932], [-0.17488, -0.63124, -4.20471], [0.15759, 2.63766, -1.39979], [0.12901, 4.19817, -3.29793], [-0.04171, 3.44004, -5.62984], [-1.00041, -3.46466, 1.28512], [-1.75572, -2.90533, 0.30554], [0.29187, -4.35583, 0.97719], [0.97334, -4.46116, 1.90081], [1.04983, -3.86114, 0.25812], [0.00146, -5.39296, 0.77422], [-1.05843, -2.87387, 2.69809], [-1.95866, -3.19355, 3.18585], [-0.89303, -1.79081, 2.79981], [-0.23978, -3.35329, 3.26492], [0.26148, 2.81893, 3.46648], [0.82454, 1.57527, 3.76500], [0.75379, 0.50760, 2.83643], [0.10181, 0.73718, 1.61099], [-0.45304, 1.98309, 1.28217], [-0.37531, 3.02412, 2.23666], [0.31599, 3.63608, 4.18606], [1.32730, 1.41745, 4.72733], [1.18941, -0.45925, 3.01759], [-0.91031, 2.14160, 0.32373], [-0.81615, 4.00162, 1.99160]], "spin_multiplicity": 1, "homo_lumo_gap_ev": [4.2, 4.2]}



4.
{"formula": "CH3Br2ClSi", "method": "ωB97M-V with the def2-TZVPD basis set", "elements": ["C", "Si", "Cl", "Br", "Br", "H", "H", "H"], "positions_angstrom": [[-0.31878, -0.88215, -0.48860], [1.26050, 0.17162, -1.01170], [-1.26422, 0.24390, 0.60684], [-1.59598, 0.95755, 4.42158], [0.88894, 1.40083, -2.78699], [-0.04824, -1.57715, 0.31519], [-1.16440, -1.29021, -1.05701], [2.24217, 0.97561, 0.00071]], "spin_multiplicity": 1, "homo_lumo_gap_ev": [9.7, 4.1], "e_above_lowest_ev": 6.528}